*A*
DFT (the ωB97M-V functional and the def2-TZVPD basis) results for an isolated molecule of C4H8O2.

The geometry in XYZ format:
```
14
Properties=species:S:1:pos:R:3
C -1.2666 0.8985 -1.3350
C -0.2443 -1.0052 0.1111
O 0.4367 -2.1936 0.1480
C 0.2523 0.1995 0.3890
O -0.4987 1.2395 -0.1199
C 1.4198 0.4018 1.3297
H -2.0319 1.6635 -1.3360
H -1.8072 -0.0635 -1.4790
H -0.5805 0.9619 -2.1870
H -1.3174 -1.0774 -0.0042
H 1.1380 -2.1163 -0.5102
H 1.1106 0.9642 2.2232
H 2.3063 0.9008 0.9287
H 1.7092 -0.5987 1.6810
```

## Properties
- LUMO level (eV) = 0.81
- orbital gap (hartree) = 0.323
- SMILES string = CO/C(C)=C/O
- charge = 0
- HOMO energy (eV) = -7.97


*B*
DFT (the ωB97M-V functional and the def2-TZVPD basis) results for a cluster of 2 separate species, C4H8O2 in total.

The geometry in XYZ format:
```
14
Properties=species:S:1:pos:R:3
C -1.7291 -0.7879 -0.7380
C -0.9619 0.2492 -0.4251
O -0.1223 1.0672 1.7231
C 1.0005 1.3177 0.8676
C 0.0868 0.1955 0.6298
O 0.4490 -1.0975 0.9453
H -1.5946 -1.7467 -0.2463
H -2.5136 -0.7050 -1.4840
H 0.9504 -1.1000 -1.8453
H -1.0910 1.2172 -0.9048
H 1.9708 1.1185 1.3231
H 0.9435 2.2323 0.2769
H 1.6635 -0.8959 -1.8947
H 0.9481 -1.0646 1.7724
```

## Properties
- LUMO level (eV) = 0.95
- orbital gap (hartree) = 0.397
- SMILES string = C=C[C@@]1(O)CO1.[H][H]
- charge = 0
- HOMO energy (eV) = -9.85


Of them, the most stable is *A* and the least stable is *B*.


*A*
DFT (the ωB97M-V functional and the def2-TZVPD basis) results for an isolated molecule of C4H8O2.

The geometry in XYZ format:
```
14
Properties=species:S:1:pos:R:3
C 1.9403 0.0106 -0.5324
O 0.8230 -0.6857 -0.0376
C -0.3766 0.0474 -0.1012
C -1.5357 -0.9397 -0.0445
C -0.5069 1.0937 1.0146
O -1.5584 1.6471 1.2312
H 2.8053 -0.6455 -0.4123
H 1.8236 0.2576 -1.5991
H 2.1150 0.9422 0.0237
H -0.4257 0.6084 -1.0521
H -1.4495 -1.6641 -0.8596
H -1.5201 -1.4870 0.9027
H -2.4864 -0.4089 -0.1254
H 0.3922 1.3467 1.6242
```

## Properties
- LUMO level (eV) = 0.89
- orbital gap (hartree) = 0.385
- SMILES string = CO[C@@H](C)C=O
- charge = 0
- HOMO energy (eV) = -9.58


*B*
DFT (the ωB97M-V functional and the def2-TZVPD basis) results for a cluster of 2 separate species, C4H8O2 in total.

The geometry in XYZ format:
```
14
Properties=species:S:1:pos:R:3
C -0.0818 0.0726 1.2320
C 0.0435 1.2529 0.2721
O 1.0711 0.9647 -0.6681
C 0.7836 -0.1746 -1.3938
O 0.5952 -1.3537 -0.5960
C -0.1990 -1.2335 0.4833
H 0.8188 0.0437 1.8634
H -0.9495 0.1693 1.8859
H -0.9131 1.4089 -0.2518
H 0.3334 2.1813 0.7713
H 1.6345 -0.3733 -2.0481
H -0.1489 -0.0589 -1.9709
H -1.1943 -1.8120 0.4779
H -1.7936 -1.0873 -0.0573
```

## Properties
- LUMO level (eV) = 0.83
- orbital gap (hartree) = 0.337
- charge = 0
- HOMO energy (eV) = -8.35


Of them, the most stable is *A* and the least stable is *B*.


*A*
DFT (the ωB97M-V functional and the def2-TZVPD basis) results for a cluster of 2 separate species, C4H8O2 in total.

The geometry in XYZ format:
```
14
Properties=species:S:1:pos:R:3
C -0.0409 2.3917 1.9063
C 0.7504 1.1447 1.5393
C 0.0592 0.0458 1.2599
H 0.2603 2.8275 2.8566
H -1.1004 2.1500 2.0189
H -0.0104 3.1774 1.1427
H 1.8292 1.1788 1.5085
H 0.6042 -0.8790 1.0552
H -0.9827 -0.1017 1.0101
O 0.6201 -2.8581 -3.6694
C -0.4185 -2.6900 -3.0782
O -0.6446 -1.6709 -2.2396
H -1.1369 -3.5093 -3.1690
H 0.2111 -1.2070 -2.1411
```

## Properties
- LUMO level (eV) = 0.79
- orbital gap (hartree) = 0.390
- SMILES string = C=CC.O=CO
- charge = 0
- HOMO energy (eV) = -9.81


*B*
DFT (the ωB97M-V functional and the def2-TZVPD basis) results for an isolated molecule of C4H8O2.

The geometry in XYZ format:
```
14
Properties=species:S:1:pos:R:3
C 1.8244 0.0282 0.0601
C 0.5327 0.8097 0.0811
O 0.5199 1.9886 -0.2163
C -1.0782 -1.1004 -0.3989
C -0.8029 0.1456 0.4408
O -1.8308 1.0779 0.2610
H 1.9170 -0.6845 0.8852
H 1.8895 -0.5367 -0.8780
H 2.6529 0.7399 0.0843
H -1.0490 -0.8534 -1.4652
H -0.3600 -1.9008 -0.1909
H -0.7520 -0.1505 1.5043
H -2.0827 -1.4659 -0.1671
H -1.3807 1.9022 -0.0005
```

## Properties
- LUMO level (eV) = 0.85
- orbital gap (hartree) = 0.407
- SMILES string = CC(=O)[C@H](C)O
- charge = 0
- HOMO energy (eV) = -10.21


Of them, the most stable is *B* and the least stable is *A*.


*A*
DFT (the ωB97M-V functional and the def2-TZVPD basis) results for a cluster of 2 separate species, C3H6N2O in total.

The geometry in XYZ format:
```
12
Properties=species:S:1:pos:R:3
N 0.4041 0.1630 1.3644
C -0.0691 0.6936 0.2858
C 0.0405 0.0772 -1.0829
O 1.0324 0.8624 -1.7220
C -1.9282 -1.0963 0.5260
N -1.2080 -1.9970 0.7698
H 0.3870 0.6650 2.2433
H 0.3437 -0.8655 1.4058
H -0.3076 1.7553 0.3079
H 0.2721 -0.9887 -1.0251
H -0.9035 0.1939 -1.6140
H 1.8970 0.4883 -1.5114
```

## Properties
- LUMO level (eV) = -0.73
- orbital gap (hartree) = 0.309
- charge = 0
- HOMO energy (eV) = -9.14


*B*
DFT (the ωB97M-V functional and the def2-TZVPD basis) results for a cluster of 2 separate species, C3H6N2O in total.

The geometry in XYZ format:
```
12
Properties=species:S:1:pos:R:3
C -1.4045 -0.5129 0.4709
C -1.8482 -0.7777 -0.7884
N -1.1647 -0.0265 -1.7043
C -0.3010 0.6644 -1.0092
N -0.3773 0.3750 0.3268
H -1.6746 -0.9623 1.4107
H -2.6447 -1.4692 -0.9912
H 0.4227 1.3795 -1.3522
H 0.2498 0.7639 1.0088
H 3.0113 -0.4645 0.4173
H 3.1700 0.7393 1.3874
O 2.5611 0.2910 0.8235
```

## Properties
- LUMO level (eV) = 0.50
- orbital gap (hartree) = 0.333
- SMILES string = c1c[nH]cn1.O
- charge = 0
- HOMO energy (eV) = -8.56


*C*
DFT (the ωB97M-V functional and the def2-TZVPD basis) results for a cluster of 2 separate species, C3H6N2O in total.

The geometry in XYZ format:
```
12
Properties=species:S:1:pos:R:3
C 1.5283 -0.5696 0.2136
N 1.2834 0.4481 -0.7960
C -1.8175 -0.1640 -0.5685
N -1.8591 -0.8207 -1.5194
C -1.7947 0.6480 0.6652
O -1.1919 1.6862 0.7388
H 0.6289 -1.0196 0.6777
H 2.1358 -0.1433 1.0183
H 2.1034 -1.3878 -0.2315
H 0.7691 1.2300 -0.4015
H 0.7154 0.0700 -1.5474
H -2.3737 0.2246 1.4999
```

## Properties
- LUMO level (eV) = -1.09
- orbital gap (hartree) = 0.300
- SMILES string = N#CC=O.CN
- charge = 0
- HOMO energy (eV) = -9.25


*D*
DFT (the ωB97M-V functional and the def2-TZVPD basis) results for a cluster of 2 separate species, C3H6N2O in total.

The geometry in XYZ format:
```
12
Properties=species:S:1:pos:R:3
N -1.3000 -0.4046 0.6415
C -1.1310 0.6445 -0.3788
C 1.7640 0.2281 0.4446
O 1.3547 -0.9029 0.9369
C 2.4885 -0.0476 -0.7958
N 2.9284 -0.0480 -1.8712
H -2.1330 -0.2321 1.1927
H -1.4242 -1.3065 0.1964
H -0.7956 0.2091 -1.3263
H -2.0535 1.2018 -0.5819
H -0.3596 1.3528 -0.0573
H 0.6613 -0.6947 1.5993
```

## Properties
- LUMO level (eV) = -0.53
- orbital gap (hartree) = 0.329
- charge = 0
- HOMO energy (eV) = -9.47


Of them, the most stable is *B* and the least stable is *D*.